Record 1
Here is a single C25H34N2O7S molecule from the OMol25 dataset. Energies are from wB97M-V/def2-TZVPD.

Computed properties:
Max |F|, eV Å⁻¹: 1.06
SMILES string: C=CC[C@@H]1C=C[C@H](O/N=C/[C@@H](NS(=O)(=O)c2ccc(C)cc2)[C@H](C)/C=C/CC(=O)OC)[C@@H](CO)O1
LUMO level, eV: 0.65
2S+1: 1
Net charge: 0
Total energy, Eh: -2007.287569
Energy above the lowest of the compared OMol25 structures with the same formula, charge and spin, kcal/mol: 113.21
Gap between HOMO and LUMO, eV: 9.7464

Each line ends with the Löwdin charge.
Atoms and positions in Å:
C -0.940275 -3.741530 0.757598  0.031
C -1.493352 -3.895537 -0.430213  -0.167
C -1.806910 -2.763200 -1.354351  -0.143
C -3.340937 -2.566297 -1.489639  -0.319
C -3.614264 -1.428756 -2.429938  -0.029
C -4.137851 -0.286908 -2.016688  -0.020
C -4.482655 -0.043034 -0.573782  -0.249
O -4.110630 1.274382 -0.172446  -0.067
N -2.740162 1.407702 -0.245444  0.064
C -2.210280 2.473752 0.167356  -0.059
C -0.714745 2.561402 0.108844  -0.318
N -0.124876 1.247702 -0.071636  -0.071
S 0.165545 0.410719 1.353997  0.700
O 0.559529 1.358071 2.357290  -0.281
O -0.961193 -0.435972 1.669804  -0.299
C 1.543339 -0.636934 0.943393  -0.288
C 2.352844 -1.063376 1.977962  -0.059
C 3.424467 -1.892820 1.705318  -0.024
C 3.690138 -2.300987 0.403363  -0.264
C 4.875984 -3.161169 0.101366  -0.040
C 2.852425 -1.870459 -0.619224  -0.025
C 1.778030 -1.041290 -0.354828  -0.065
C -0.234917 3.532484 -1.006309  -0.310
C -0.647375 3.037799 -2.390627  -0.050
C 1.249603 3.704695 -0.846457  -0.066
C 2.164872 2.849379 -1.273041  -0.089
C 3.627117 2.987645 -0.963737  -0.072
C 3.849147 2.163066 0.293078  -0.502
O 4.157923 0.999184 0.305994  0.112
O 3.619098 2.903112 1.371266  -0.024
C 3.633691 2.258401 2.642589  -0.029
C -3.798011 -1.107100 0.309464  -0.273
C -4.323961 -1.099077 1.748077  -0.191
O -3.426320 -1.658654 2.661855  -0.047
O -3.983277 -2.390015 -0.246798  -0.035
H -0.748822 -4.578945 1.406209  0.057
H -0.674195 -2.770037 1.140142  0.037
H -1.779610 -4.876624 -0.786686  0.102
H -1.407293 -2.962135 -2.352146  0.121
H -1.356733 -1.844932 -0.973130  0.096
H -3.774123 -3.492455 -1.888378  0.158
H -3.346379 -1.586589 -3.464267  0.113
H -4.321640 0.539042 -2.689213  0.112
H -5.569681 -0.059876 -0.429517  0.167
H -2.765143 3.321560 0.566390  0.146
H -0.344084 2.935277 1.069944  0.140
H -0.739247 0.697008 -0.659999  0.092
H 2.136567 -0.729753 2.980675  0.121
H 4.066703 -2.219944 2.509511  0.118
H 5.728222 -2.525967 -0.139538  0.089
H 4.683569 -3.805681 -0.752698  0.079
H 5.142803 -3.774267 0.958276  0.079
H 3.050091 -2.180872 -1.634504  0.118
H 1.136791 -0.699435 -1.150773  0.105
H -0.724624 4.493912 -0.820942  0.141
H -0.219492 2.062984 -2.599230  0.071
H -0.303188 3.737388 -3.148550  0.087
H -1.729964 2.958916 -2.453531  0.074
H 1.561044 4.569692 -0.276267  0.122
H 1.889028 1.956066 -1.810615  0.107
H 3.885182 4.025407 -0.758739  0.123
H 4.240211 2.586430 -1.769403  0.124
H 2.611686 1.974348 2.900954  0.067
H 4.021849 2.981179 3.357358  0.094
H 4.268173 1.371436 2.602744  0.091
H -2.729366 -0.854993 0.352626  0.111
H -5.238143 -1.695316 1.803142  0.133
H -4.555059 -0.055966 2.019229  0.127
H -2.546894 -1.283240 2.497471  0.046

Cartesian forces (eV/Å) of the 6 atoms listed first:
0.069 -0.128 0.108
0.055 0.120 -0.226
-0.443 -0.147 0.238
0.260 -0.052 -0.215
-0.105 -0.139 0.106
-0.047 0.129 0.172

Record 2
Here is a 2-piece molecular cluster, C25H34N2OP overall from the OMol25 dataset. Energies are from wB97M-V/def2-TZVPD.

Computed properties:
Max |F|, eV Å⁻¹: 1.94
LUMO level, eV: -4.62
2S+1: 1
Net charge: +1
Total energy, Eh: -1498.897251
Energy above the lowest of the compared OMol25 structures with the same formula, charge and spin, kcal/mol: 0.00
Gap between HOMO and LUMO, eV: 5.3034

Each line ends with the Löwdin charge.
Atoms and positions in Å:
C 5.989131 3.984671 -0.453579  -0.078
C 4.943438 3.801629 0.461850  -0.082
C 4.142588 2.663498 0.388633  -0.029
C 4.384122 1.672285 -0.596552  -0.145
C 3.575069 0.465075 -0.669606  -0.213
O 3.839685 -0.308096 -1.772038  0.046
C 3.187589 -1.519151 -1.961257  -0.183
C 2.172032 -1.928842 -1.108194  -0.156
C 1.580969 -3.191600 -1.293302  -0.036
C 1.988510 -3.984912 -2.360169  -0.085
C 2.997102 -3.529540 -3.222879  -0.075
C 3.603344 -2.293592 -3.042104  0.013
C 1.567825 -0.835110 -0.293819  -0.158
C 2.612711 0.076475 0.208238  -0.021
C 5.403069 1.899436 -1.544716  -0.015
C 6.207751 3.031777 -1.463016  -0.070
H 6.631051 4.863290 -0.381930  0.105
H 4.758856 4.536403 1.247940  0.105
H 3.316748 2.496588 1.080611  0.097
H 0.816516 -3.536030 -0.592010  0.101
H 1.536200 -4.965121 -2.519874  0.104
H 3.311175 -4.144596 -4.062493  0.107
H 4.381940 -1.905310 -3.693095  0.126
H 0.949054 -1.228891 0.517895  0.112
H 2.472759 0.592494 1.153262  0.101
H 5.571942 1.174126 -2.340282  0.117
H 7.017076 3.163236 -2.182712  0.108
C -4.355765 -3.359292 1.182641  -0.035
C -3.588278 -2.408094 0.273318  -0.645
C -2.150743 -2.920008 0.165684  -0.039
C -4.177917 -2.345414 -1.136758  -0.074
N -3.619793 -1.079162 0.889365  -0.271
C -3.129149 -0.954521 2.255620  -0.163
C -2.756537 0.502046 2.478991  -0.163
N -2.999939 1.216396 1.232063  -0.271
C -2.300464 2.486765 1.025137  -0.643
C -2.612534 3.391530 2.210979  -0.035
C -2.724367 3.106465 -0.308021  -0.073
C -0.786270 2.265598 0.986571  -0.029
P -3.874474 0.360759 0.128549  1.260
H 0.960473 -0.276753 -0.977072  0.110
H -5.341235 -2.952234 1.428043  0.098
H -4.489817 -4.321169 0.675609  0.100
H -3.815370 -3.549900 2.119320  0.092
H -1.564301 -2.327368 -0.545216  0.086
H -1.635853 -2.922723 1.134050  0.079
H -2.174142 -3.953762 -0.202357  0.107
H -3.528027 -1.763095 -1.807172  0.080
H -4.235458 -3.366855 -1.540567  0.104
H -5.185395 -1.909051 -1.145553  0.084
H -3.897723 -1.268137 2.978440  0.136
H -2.232643 -1.576958 2.416155  0.123
H -3.354893 0.929687 3.297553  0.136
H -1.694047 0.556127 2.767940  0.124
H -2.134631 3.034419 3.132870  0.091
H -2.233370 4.400063 2.011219  0.100
H -3.691670 3.451513 2.382514  0.098
H -2.367420 2.496839 -1.152483  0.081
H -3.813909 3.222492 -0.383958  0.083
H -2.257893 4.099033 -0.397563  0.104
H -0.488913 1.673947 0.112949  0.086
H -0.289876 3.242396 0.915346  0.107
H -0.415915 1.768228 1.890992  0.079

Cartesian forces (eV/Å) of the 6 atoms listed first:
-0.101 -0.381 -0.179
0.047 -0.249 -0.122
0.227 -0.564 -0.548
0.930 1.092 0.017
-1.098 -1.142 1.127
-0.465 0.177 -0.636

Record 3
Here is a single C25H34N4O6 molecule from the OMol25 dataset. Energies are from wB97M-V/def2-TZVPD.

Computed properties:
Max |F|, eV Å⁻¹: 1.01
SMILES string: C[C@H](NC(=O)c1nc[nH]c1C(=O)N[C@@H](Cc1ccccc1)C(=O)OC(C)(C)C)C(=O)OC(C)(C)C
LUMO level, eV: 0.64
2S+1: 1
Net charge: 0
Total energy, Eh: -1643.636545
Energy above the lowest of the compared OMol25 structures with the same formula, charge and spin, kcal/mol: 1.47
Gap between HOMO and LUMO, eV: 9.5911

Each line ends with the Löwdin charge.
Atoms and positions in Å:
C 4.436183 1.807379 -1.955285  -0.010
C 3.509035 0.916990 -1.120825  -0.253
N 2.458204 1.680927 -0.504508  0.128
C 1.160669 1.535128 -0.807220  -0.400
O 0.757777 0.840417 -1.736472  0.042
C 0.277925 2.304344 0.081130  -0.133
N 0.800668 3.237610 0.930482  0.120
C -0.203267 3.719064 1.607545  -0.157
N -1.366584 3.139032 1.251974  0.140
C -1.093836 2.231476 0.269201  -0.074
C -2.192338 1.358854 -0.193687  -0.409
O -3.255615 1.368370 0.413908  0.070
N -1.928122 0.613441 -1.269919  0.147
C -2.760009 -0.498741 -1.677348  -0.146
C -2.075058 -1.857348 -1.354204  -0.060
C -0.954174 -1.710777 -0.362899  -0.224
C -1.211738 -1.295115 0.938743  -0.032
C -0.171739 -1.071129 1.822233  -0.067
C 1.138901 -1.280139 1.424800  -0.081
C 1.399478 -1.730178 0.143098  -0.086
C 0.360376 -1.933763 -0.747524  -0.042
C -4.182149 -0.348183 -1.089540  -0.470
O -5.013273 0.318858 -1.648703  0.118
O -4.373811 -1.137884 -0.046692  0.001
C -5.658554 -1.204426 0.624837  -0.557
C -5.397263 -2.116199 1.824919  -0.019
C -6.690930 -1.829018 -0.313677  -0.015
C -6.100459 0.180111 1.089312  -0.020
C 4.340665 0.249651 -0.020690  -0.470
O 4.417114 0.694505 1.095303  0.117
O 4.953419 -0.820325 -0.492776  0.035
C 5.879170 -1.593228 0.325156  -0.560
C 5.162004 -2.161304 1.548158  -0.017
C 6.338784 -2.717682 -0.601660  -0.019
C 7.058064 -0.713688 0.737190  -0.015
H 4.899167 2.560997 -1.321919  0.090
H 5.212063 1.204254 -2.418870  0.083
H 3.861357 2.304613 -2.731993  0.086
H 3.044059 0.157585 -1.756575  0.151
H 2.691545 2.241203 0.305726  0.135
H -0.121617 4.482558 2.355018  0.122
H -2.297960 3.282198 1.614727  0.165
H -0.970935 0.632007 -1.643819  0.110
H -2.897869 -0.414939 -2.763372  0.158
H -1.678509 -2.275916 -2.280025  0.116
H -2.826320 -2.542832 -0.960679  0.122
H -2.234071 -1.134894 1.246371  0.109
H -0.381869 -0.728978 2.825591  0.105
H 1.951519 -1.091083 2.110830  0.100
H 2.416612 -1.908351 -0.174205  0.091
H 0.575354 -2.258718 -1.755064  0.116
H -5.007805 -3.074702 1.490367  0.087
H -4.667100 -1.658382 2.487025  0.085
H -6.318997 -2.281148 2.375042  0.088
H -7.641722 -1.927940 0.202630  0.089
H -6.828852 -1.198346 -1.187738  0.081
H -6.360683 -2.814139 -0.637816  0.089
H -6.953490 0.088306 1.756385  0.089
H -5.281194 0.669100 1.608941  0.078
H -6.373177 0.795192 0.237155  0.084
H 4.299844 -2.750165 1.242642  0.084
H 4.827330 -1.358223 2.198776  0.080
H 5.843338 -2.800633 2.102531  0.092
H 7.042057 -3.362245 -0.083159  0.090
H 5.485490 -3.309576 -0.921845  0.088
H 6.820774 -2.302745 -1.482843  0.088
H 6.723940 0.085405 1.393320  0.082
H 7.524448 -0.275495 -0.142738  0.092
H 7.794787 -1.314309 1.262892  0.091

Cartesian forces (eV/Å) of the 6 atoms listed first:
-0.129 -0.186 0.025
0.113 -0.079 -0.094
0.229 0.053 0.187
0.280 0.008 -0.089
-0.038 -0.026 -0.232
-0.942 0.226 0.281

Record 4
Here is a single C25H34O3 molecule from the OMol25 dataset. Energies are from wB97M-V/def2-TZVPD.

Computed properties:
Max |F|, eV Å⁻¹: 2.58
SMILES string: Cc1ccc(CC(=O)O[C@@H](Cc2cccc(C)c2)OC[C@H](C)CC(C)C)cc1
LUMO level, eV: 0.70
2S+1: 1
Net charge: 0
Total energy, Eh: -1198.625512
Gap between HOMO and LUMO, eV: 9.2509

Each line ends with the Löwdin charge.
Atoms and positions in Å:
C -5.667768 -0.181336 2.030717  -0.072
C -4.736252 0.769701 1.210975  -0.251
C -5.224818 1.255761 -0.079926  -0.042
C -4.358154 2.111740 -0.875368  -0.039
C -3.004149 2.514681 -0.450910  -0.197
C -2.207801 3.413887 -1.437479  -0.040
C -0.640794 3.265183 -1.290820  -0.430
O -0.050814 4.252170 -0.921748  0.121
O -0.014345 2.076421 -1.621546  0.051
C 0.738188 1.531058 -0.506138  -0.305
C 0.205026 0.100500 -0.108640  -0.053
C -0.461567 -0.699027 -1.265614  -0.165
C -1.891833 -0.745918 -1.537802  -0.028
C -2.423056 -1.559841 -2.620122  -0.074
C -1.546806 -2.364657 -3.462038  -0.055
C -0.104317 -2.334416 -3.234025  -0.234
C 0.912892 -3.175759 -4.080398  -0.076
C 0.413900 -1.500373 -2.132689  0.018
O 2.090211 1.460229 -0.927222  -0.083
C 3.026062 1.811127 0.105079  -0.161
C 3.869476 0.553551 0.663650  -0.289
C 3.861683 -0.522598 -0.485398  -0.077
C 3.164598 0.114243 2.001931  -0.161
C 3.414029 -1.375774 2.462870  -0.393
C 1.971873 -2.002210 2.762696  -0.094
C 4.223571 -1.512950 3.818446  -0.100
C -2.540923 2.057435 0.848807  -0.038
C -3.409944 1.192602 1.654918  -0.035
H -5.060308 -1.007399 2.484107  0.079
H -6.354078 -0.668176 1.281924  0.075
H -6.287582 0.353150 2.794430  0.082
H -6.236719 0.962720 -0.453318  0.108
H -4.745218 2.481846 -1.858337  0.110
H -2.521774 4.485365 -1.363366  0.132
H -2.442666 3.103985 -2.498476  0.132
H 0.556130 2.217085 0.359402  0.140
H -0.560027 0.249500 0.703946  0.110
H 0.998172 -0.565716 0.324267  0.087
H -2.593619 -0.170025 -0.894717  0.083
H -3.528288 -1.599363 -2.785350  0.097
H -1.952456 -3.016486 -4.272992  0.103
H 0.876980 -2.929196 -5.170920  0.077
H 0.667832 -4.269278 -3.964547  0.079
H 1.955832 -3.064303 -3.671659  0.073
H 1.525908 -1.535483 -2.008371  0.094
H 3.787222 2.491870 -0.381136  0.131
H 2.582480 2.409021 0.945020  0.129
H 4.902617 0.952541 0.831663  0.134
H 4.754719 -1.194985 -0.305233  0.083
H 2.966605 -1.183435 -0.373268  0.060
H 3.997069 -0.109238 -1.512828  0.091
H 2.057602 0.327404 2.020394  0.098
H 3.589518 0.775217 2.817907  0.123
H 3.918598 -2.035608 1.716050  0.119
H 1.395229 -1.263878 3.389500  0.083
H 1.393874 -2.154524 1.816466  0.065
H 2.053461 -2.968961 3.320566  0.075
H 3.642497 -1.081462 4.671148  0.082
H 5.236738 -1.056831 3.683453  0.077
H 4.374390 -2.620149 3.976823  0.079
H -1.530359 2.342325 1.212634  0.104
H -3.028551 0.837039 2.642612  0.108

Cartesian forces (eV/Å) of the 6 atoms listed first:
0.542 -0.063 -0.918
0.622 1.017 -0.881
2.380 0.761 0.647
0.355 -0.512 1.283
-1.742 -1.083 0.652
0.371 -1.365 -0.674